Entry 1:
48
Properties=species:S:1:pos:R:3 method="wB97M-V/def2-TZVPD" smiles="O=S(=O)(F)NCCCc1ccccc1.c1ccncc1.c1ccncc1" de_lowest_ev=2.370 lumo_energy_ev=0.54 homo_energy_ev=-8.7 charge=0
O 3.18 6.10 0.40
S 2.75 5.27 -0.67
O 3.60 4.26 -1.19
F 2.41 6.22 -1.84
N 1.24 4.69 -0.41
C 1.17 3.23 -0.11
C 0.92 2.39 -1.34
C 0.99 0.91 -1.01
C 2.36 0.30 -0.85
C 2.46 -0.98 -0.29
C 3.71 -1.59 -0.13
C 4.88 -0.94 -0.51
C 4.79 0.34 -1.05
C 3.53 0.94 -1.22
H 0.89 5.20 0.39
H 2.04 2.87 0.45
H 0.31 3.11 0.55
H -0.09 2.60 -1.69
H 1.58 2.67 -2.16
H 0.44 0.33 -1.75
H 0.45 0.76 -0.07
H 1.56 -1.49 0.01
H 3.75 -2.58 0.30
H 5.84 -1.41 -0.38
H 5.67 0.89 -1.35
H 3.50 1.93 -1.65
N -0.10 -3.24 0.50
C -0.85 -4.18 -0.08
C -1.95 -4.76 0.53
C -2.29 -4.35 1.81
C -1.52 -3.37 2.42
C -0.44 -2.85 1.72
H -0.55 -4.48 -1.08
H -2.52 -5.52 0.02
H -3.14 -4.77 2.32
H -1.75 -3.02 3.42
H 0.19 -2.08 2.16
N -3.47 -0.10 -0.90
C -3.35 -1.15 -0.08
C -4.17 -1.37 1.01
C -5.18 -0.46 1.27
C -5.33 0.63 0.44
C -4.45 0.76 -0.63
H -2.54 -1.83 -0.32
H -4.02 -2.24 1.64
H -5.85 -0.60 2.12
H -6.10 1.37 0.60
H -4.53 1.61 -1.31



Entry 2:
112
Properties=species:S:1:pos:R:3 method="wB97M-V/def2-TZVPD" smiles="O=[N+]([O-])c1ccccc1.O=[N+]([O-])c1ccccc1.O=[N+]([O-])c1ccccc1.O=[N+]([O-])c1ccccc1.C[N+](=O)[O-].C[N+](=O)[O-].C[N+](=O)[O-].C[N+](=O)[O-].C[N+](=O)[O-].C[N+](=O)[O-].C[N+](=O)[O-].C[N+](=O)[O-]" lumo_energy_ev=-0.93 homo_energy_ev=-9.5 charge=0
C 2.26 -7.14 -0.63
N 2.21 -5.67 -0.29
O 2.44 -4.86 -1.17
O 2.01 -5.45 0.85
H 3.17 -7.42 -0.12
H 2.36 -7.26 -1.71
H 1.31 -7.61 -0.37
C 5.28 0.43 0.73
N 4.60 -0.86 1.08
O 4.70 -1.20 2.26
O 4.04 -1.51 0.25
H 5.80 0.72 1.64
H 4.43 1.09 0.53
H 5.92 0.27 -0.14
C 4.48 0.75 -4.31
N 3.75 1.27 -3.17
O 3.95 0.67 -2.16
O 3.01 2.21 -3.30
H 4.93 1.63 -4.76
H 3.80 0.23 -5.00
H 5.41 0.24 -4.05
C -4.73 -3.68 1.47
N -4.68 -4.86 2.42
O -3.73 -4.86 3.19
O -5.55 -5.71 2.40
H -5.74 -3.68 1.07
H -3.87 -3.81 0.81
H -4.50 -2.79 2.06
C 0.86 3.79 2.45
N -0.24 3.87 3.45
O -0.62 4.98 3.84
O -0.81 2.84 3.79
H 1.66 4.44 2.80
H 0.43 4.03 1.48
H 1.12 2.74 2.34
C 0.58 4.92 -2.71
N 0.08 4.00 -3.78
O -0.94 3.30 -3.52
O 0.58 3.95 -4.83
H -0.17 4.75 -1.94
H 0.53 5.97 -2.98
H 1.60 4.70 -2.40
C 1.67 -2.03 2.34
N 1.22 -0.56 2.15
O 0.17 -0.31 2.74
O 1.90 0.21 1.49
H 2.14 -2.11 3.32
H 2.30 -2.28 1.49
H 0.75 -2.62 2.33
C -1.10 -6.69 2.24
N -1.22 -5.44 1.46
O -1.82 -5.48 0.39
O -0.89 -4.38 2.05
H -0.41 -7.35 1.71
H -2.08 -7.15 2.38
H -0.55 -6.49 3.16
C 0.02 -2.60 -1.01
C 1.08 -1.78 -1.27
C 0.89 -0.40 -1.26
C -0.34 0.19 -0.96
C -1.44 -0.69 -0.62
C -1.24 -2.11 -0.76
N -0.40 1.64 -0.85
O 0.57 2.40 -0.97
O -1.50 2.06 -0.48
H 0.09 -3.67 -1.11
H 1.99 -2.26 -1.60
H 1.76 0.22 -1.44
H -2.35 -0.29 -0.20
H -2.09 -2.74 -0.55
C -3.01 6.20 0.71
C -3.79 5.05 0.65
C -5.11 5.18 0.98
C -5.74 6.38 1.32
C -4.99 7.55 1.29
C -3.59 7.41 1.09
N -7.16 6.42 1.75
O -7.74 7.49 1.64
O -7.67 5.36 2.10
H -1.98 6.10 0.40
H -3.42 4.16 0.16
H -5.67 4.28 0.75
H -5.41 8.50 1.60
H -2.97 8.30 1.09
C 4.71 -2.79 -5.08
C 5.02 -2.52 -3.77
C 6.35 -2.53 -3.43
C 7.36 -2.83 -4.36
C 7.05 -3.01 -5.73
C 5.70 -3.02 -6.04
N 8.75 -2.75 -3.85
O 9.62 -2.94 -4.69
O 9.02 -2.51 -2.68
H 3.69 -2.86 -5.43
H 4.24 -2.33 -3.04
H 6.56 -2.23 -2.41
H 7.83 -3.11 -6.47
H 5.43 -3.28 -7.05
C -5.41 2.72 4.78
C -6.56 2.59 3.94
C -6.44 1.82 2.80
C -5.23 1.14 2.53
C -4.10 1.31 3.34
C -4.21 2.16 4.42
N -5.11 0.36 1.21
O -5.80 0.70 0.30
O -4.33 -0.55 1.26
H -5.53 3.25 5.71
H -7.39 3.21 4.24
H -7.30 1.62 2.18
H -3.14 0.89 3.09
H -3.33 2.41 4.99



Entry 3:
83
Properties=species:S:1:pos:R:3 method="wB97M-V/def2-TZVPD" de_lowest_ev=2.657 lumo_energy_ev="-0.73 / -1.05" homo_energy_ev="-7.3 / -7.4" spin_multiplicity=5 charge=0
Cr -0.40 -1.17 -1.98
Se 0.45 -5.01 0.21
P 0.39 -3.14 1.18
Se -1.00 -1.62 0.32
C -0.20 -3.31 2.82
C 0.05 -2.47 3.89
C -0.45 -2.79 5.15
C -1.21 -3.88 5.38
C -1.54 -4.70 4.30
C -1.03 -4.43 3.01
C 2.05 -2.38 1.25
C 3.15 -3.22 1.06
C 4.37 -2.64 0.85
C 4.53 -1.26 0.84
C 3.46 -0.41 1.13
C 2.20 -0.99 1.25
H 0.72 -1.63 3.76
H -0.23 -2.16 6.01
H -1.65 -4.12 6.36
H -2.13 -5.61 4.46
H -1.37 -5.02 2.21
H 3.01 -4.26 1.01
H 5.26 -3.27 0.67
H 5.52 -0.84 0.65
H 3.59 0.65 1.16
H 1.31 -0.31 1.40
C -3.67 -0.70 -1.79
C -2.43 -0.54 -2.51
O 0.11 0.66 -1.85
N -2.48 -0.03 -3.69
C -1.32 0.58 -4.32
C -0.40 -0.44 -4.90
C 0.35 -0.10 -6.05
C 1.30 -1.05 -6.38
C 1.53 -2.18 -5.60
C 0.84 -2.38 -4.46
N -0.18 -1.53 -4.08
H -4.61 -0.27 -2.28
H -3.46 -0.16 -0.82
H -3.77 -1.73 -1.41
H -3.37 0.15 -4.18
H -0.93 1.37 -3.70
H -1.82 1.01 -5.14
H -0.03 0.65 -6.76
H 1.90 -0.90 -7.30
H 2.29 -2.92 -5.90
H 0.35 -3.96 -2.75
C -1.04 6.45 3.85
C -2.13 5.74 2.98
C -3.34 5.46 3.91
C -2.75 6.70 1.85
C -1.53 4.50 2.33
C -0.74 3.63 3.09
C 0.07 2.63 2.57
C -0.01 2.40 1.22
O 0.66 1.49 0.43
B 0.01 1.46 -0.84
O -0.88 2.59 -0.82
C -0.92 3.15 0.45
C -1.57 4.27 0.95
H -1.22 7.52 3.96
H -0.07 6.45 3.33
H -0.95 6.00 4.87
H -3.34 6.30 4.59
H -3.13 4.58 4.47
H -4.22 5.36 3.33
H -3.09 7.65 2.32
H -3.59 6.20 1.51
H -2.10 6.93 1.01
H -0.75 3.62 4.17
H 0.67 2.04 3.18
H -2.00 4.98 0.25
Br 0.18 -5.07 -4.89
C 1.02 -3.70 -3.61
C 2.40 -4.21 -3.35
C 3.49 -3.54 -2.86
C 3.60 -2.15 -2.46
C 2.49 -1.42 -2.01
N 1.35 -2.02 -1.81
H 2.58 -5.27 -3.40
H 4.43 -4.13 -2.88
H 4.65 -1.78 -2.50
H 2.70 -0.34 -1.70